Entry from the OMol25 dataset: a molecular structure, C22H13F4N5O5Rb (ωB97M-V/def2-TZVPD).

```
! wB97M-V def2-TZVPD RIJCOSX def2/J DEFGRID3
* xyz -1 1
Rb 1.72 -0.20 -1.13
O -1.84 3.45 -1.15
C -0.75 2.68 -1.07
O -0.77 1.55 -0.65
C 0.47 3.41 -1.56
O 1.45 2.49 -1.89
C 2.63 3.09 -2.45
C 3.64 2.06 -3.00
O 4.65 2.59 -3.47
O 3.35 0.84 -2.92
H -2.58 2.98 -0.74
H 0.78 4.11 -0.77
H 0.17 4.03 -2.42
H 3.11 3.71 -1.69
H 2.33 3.75 -3.28
F 0.18 -0.59 1.25
C -0.67 0.19 1.95
C -1.94 -0.27 2.11
F -2.24 -1.46 1.58
C -2.97 0.47 2.76
C -2.52 1.74 3.22
C -1.25 2.19 3.06
F -0.95 3.39 3.57
C -0.23 1.44 2.41
C 1.08 1.92 2.23
C 2.12 1.05 1.80
N 2.92 0.30 1.44
C 1.45 3.29 2.35
N 1.79 4.39 2.39
F -3.38 2.53 3.87
C -4.28 0.00 2.93
C -4.71 -1.30 2.52
N -5.12 -2.33 2.22
C -5.31 0.76 3.55
N -6.20 1.32 4.03
C 3.16 -3.59 -2.66
C 1.88 -4.00 -2.04
C 1.42 -5.35 -1.78
C 0.21 -5.21 -1.18
C -0.04 -3.79 -1.09
C -1.21 -3.12 -0.48
N 0.98 -3.09 -1.62
H 3.64 -4.41 -3.19
H 3.85 -3.24 -1.89
H 3.01 -2.75 -3.34
H 1.95 -6.25 -2.03
H -0.46 -5.98 -0.83
H -2.04 -3.80 -0.34
H -1.53 -2.27 -1.09
H -0.94 -2.71 0.50
*
```

Calculated values
F_max = 0.5 eV/Å
Kohn-Sham gap (spin up / spin down) = 5.6706 / 5.4415 eV
E_tot = -52238.5262 eV
LUMO level (spin up / spin down) = -0.24 / 0.13 eV
Relative energy (zero: lowest compared OMol25 entry of this formula, charge and spin) = 5.9 kcal/mol

Here are the natural (NBO) charges for atoms 1 to 5, given in e:
1 Rb 0.94
2 O -0.68
3 C 0.80
4 O -0.63
5 C -0.17